one.
# CH5N2S

A gas-phase ion, CH5N2S (charge +1) (ωB97M-V with the def2-TZVPD basis set, OMol25).

As for the spin multiplicity: 1. As for the net charge: +1. Its frontier orbital gap (spin up / spin down) is 8.19 / 8.37 eV. The LUMO energy (spin up / spin down) comes out at -5.6 / -5.4 eV. Its HOMO energy (spin up / spin down) is -0.505 / -0.507 Eh.

Each atom is followed by the atoms it is bonded to, with distances in Å.
CARTESIAN COORDINATES (ANGSTROEM)
1 C -0.23736 0.39009 -0.28429  N3 1.503, S4 1.720, H5 1.022
2 N 0.07910 1.06363 2.20987  S4 1.574, H6 1.004
3 N 0.01157 -0.65199 -1.33824  C1 1.503, H7 1.017, H8 0.999, H9 1.080
4 S 0.19463 -0.19610 1.27362  C1 1.720, N2 1.574
5 H -0.80375 1.23691 -0.36241  C1 1.022
6 H 0.42582 0.78004 3.10790  N2 1.004
7 H 0.99321 -0.80726 -1.12015  N3 1.017
8 H -0.10876 -0.24799 -2.24415  N3 0.999
9 H -0.55447 -1.56732 -1.24213  N3 1.080

---

two.
# CH5N2S

A gas-phase ion, CH5N2S (charge +1) (ωB97M-V with the def2-TZVPD basis set, OMol25).

As for the spin multiplicity: 1. As for the net charge: +1. Its frontier orbital gap is 8.62 eV. The LUMO energy comes out at -5.3 eV. Its HOMO energy is -0.510 Eh.

Each atom is followed by the atoms it is bonded to, with distances in Å.
CARTESIAN COORDINATES (ANGSTROEM)
1 C -0.25225 0.13450 0.56268  N3 1.456, S4 1.729, H5 1.077
2 N -3.03432 0.48482 -0.19339  S4 1.561, H6 1.000
3 N 1.04314 -0.23483 0.01095  C1 1.456, H7 1.048, H8 1.079, H9 1.086
4 S -1.54853 0.20254 -0.57939  C1 1.729, N2 1.561
5 H -0.32079 -0.07520 1.61640  C1 1.077
6 H -3.60031 0.67501 -0.99544  N2 1.000
7 H 1.62896 0.62724 -0.09368  N3 1.048
8 H 1.13143 -0.58260 -1.00687  N3 1.079
9 H 1.46683 -0.74258 0.87293  N3 1.086

---

Which of them is least stable? Easy: two.